The following is a DFT calculation (the ωB97M-V functional and the def2-TZVPD basis) of an isolated ion of composition C4H9N4 and charge +1.

Properties
- Spin multiplicity: 1
- Max |F|: 0.10974 Eh/bohr
- Gap between HOMO and LUMO: 10.67 eV
- Total charge: +1
- Lowest unoccupied orbital energy: -3.9983 eV
- SMILES string: Cc1n[n+](C)cn1N
- ΔE to the lowest compared entry with this formula, charge and spin: 55.6 kcal per mole
- Calculated total energy: -376.5185 Ha

XYZ file:
```
17
Properties=species:S:1:pos:R:3:forces:R:3:mulliken_charge:R:1
C 1.70451 -1.41416 -0.60759 3.82 -0.80 0.65 -0.94
C 0.64611 -0.54695 -0.26292 -2.10 2.57 1.76 0.58
N -0.60678 -0.77856 -0.45713 -1.93 -1.28 -0.90 -0.62
N -1.38768 0.23057 0.02283 1.90 0.20 -0.56 0.45
C -2.81906 0.01571 -0.11232 0.23 1.06 -3.04 -0.82
C -0.65736 1.19963 0.51576 4.42 -3.37 -0.98 -0.02
N 0.72932 0.68110 0.32491 -3.41 1.00 0.02 0.51
N 1.82411 1.40868 0.60657 0.50 0.86 2.96 -0.99
H 1.43008 -1.85107 -1.49245 -0.48 -0.80 -2.74 0.36
H 2.69694 -0.86272 -0.76694 -1.43 -0.95 0.40 0.29
H 1.85585 -2.37199 -0.03754 -0.17 1.40 0.43 0.28
H -3.38837 0.94549 -0.31335 0.54 -0.55 0.45 0.35
H -2.93603 -0.68088 -0.97457 0.09 0.63 0.68 0.30
H -3.04426 -0.48048 0.74076 -1.57 -1.34 2.61 0.38
H -0.78816 1.89189 1.29469 -0.74 1.37 0.21 0.36
H 2.16927 1.20136 1.55589 -0.14 0.19 -0.74 0.27
H 2.57150 1.41236 -0.03659 0.46 -0.19 -1.20 0.27
```
Positions in Å, forces in eV/Å.